The following is a DFT calculation (wB97M-V/def2-TZVPD) of an isolated molecule of C3H7N3O2 at a distorted geometry.

Results
energy relative to the best compared isomer or geometry (same formula, charge and spin): 122.5 kcal/mol
charge: 0
E_LUMO: 0.81 eV
E: -433.12753 hartree
SMILES string: C=CN(N)C(=O)NO
orbital gap: 9.979 eV
max |F|: 2.84 eV/A

Last column: Mulliken charge in e.
CARTESIAN COORDINATES (ANGSTROEM)
C1 -1.296673 -1.674466 0.208387  -0.913
C2 -0.053073 -1.228851 0.410890  0.315
N1 0.866592 -0.239544 -0.149109  0.352
N2 2.258939 -0.437926 0.019010  -0.847
C3 0.433667 1.054481 -0.377017  0.384
O1 1.115228 2.081854 -0.339559  -0.599
N3 -0.947793 1.045376 -0.567321  -0.258
O2 -1.676340 1.859560 0.331955  -0.424
H1 -2.142380 -1.098684 -0.146342  0.202
H2 -1.570850 -2.665153 0.559188  0.237
H3 0.560105 -1.955405 0.950402  0.301
H4 2.724184 0.116390 -0.704868  0.299
H5 2.528650 0.030691 0.887414  0.259
H6 -1.399236 0.353491 -1.149511  0.351
H7 -1.401021 2.758188 0.066480  0.340

Forces on the atoms, in the same order (eV/Å):
C -0.4 1.0 0.2
C 2.2 -1.6 -0.7
N -1.3 0.6 0.3
N 0.0 0.0 0.3
C -0.3 0.7 0.5
O -0.8 -1.8 0.1
N 0.7 1.0 -0.2
O 0.4 0.0 -1.1
H 0.2 -0.1 -0.4
H 0.3 0.3 0.4
H 0.1 0.2 -0.2
H -0.3 -0.3 0.1
H -0.1 -0.1 -0.1
H -0.3 0.4 0.6
H -0.3 -0.3 0.1